{"formula": "C19H28BF4O2V", "method": "ωB97M-V with the def2-TZVPD basis set", "elements": ["O", "C", "C", "H", "H", "C", "H", "H", "C", "H", "H", "H", "C", "H", "H", "H", "V", "C", "C", "C", "H", "C", "C", "H", "H", "H", "H", "C", "C", "C", "H", "C", "C", "H", "H", "H", "H", "O", "C", "C", "H", "H", "C", "H", "H", "C", "H", "H", "H", "H", "F", "B", "F", "F", "F"], "positions_angstrom": [[0.15570, -0.23656, 0.19441], [-1.05387, 0.51508, -0.13932], [-0.46297, 1.05566, -1.43421], [-1.23714, 1.28580, 0.61606], [-1.90521, -0.15651, -0.27221], [0.83634, 0.36186, -0.94904], [-0.45202, 2.15085, -1.48392], [-0.89637, 0.58703, -2.32741], [1.86827, 1.35543, -0.47604], [1.46085, 1.96609, 0.33796], [2.15529, 2.01060, -1.30935], [2.76143, 0.83171, -0.12306], [1.40656, -0.68170, -1.87587], [0.61558, -1.30241, -2.30681], [2.12075, -1.32710, -1.34993], [1.93896, -0.17109, -2.69007], [0.40074, -2.48986, 1.82462], [0.00494, -4.41686, 0.82636], [-1.24805, -3.97766, 1.43503], [-1.77189, -2.90640, 0.63427], [-1.76475, -4.43411, 2.27692], [-0.89866, -2.74455, -0.48416], [0.22014, -3.60759, -0.31557], [1.02030, -3.75217, -1.05529], [0.58705, -5.26796, 1.19150], [-2.72796, -2.42470, 0.78061], [-1.15658, -2.18355, -1.39103], [2.11107, -2.56541, 3.41378], [2.62025, -2.72233, 2.08180], [2.54128, -1.42916, 1.46588], [3.03163, -3.63870, 1.65180], [1.92201, -0.51950, 2.39520], [1.57629, -1.24602, 3.56368], [1.04371, -0.87387, 4.44659], [2.24719, -3.33301, 4.17240], [3.10755, -1.12887, 0.56907], [1.84346, 0.57660, 2.30916], [-1.70387, 4.48630, -1.75502], [-1.02151, 4.69065, -3.01645], [-1.47780, 6.02075, -3.62944], [-1.28489, 3.86372, -3.70228], [0.06359, 4.63606, -2.84779], [-2.89936, 6.16965, -3.03761], [-1.45688, 6.01049, -4.71616], [-0.84823, 6.84038, -3.25646], [-2.73236, 5.51214, -1.66066], [-3.59998, 5.58367, -3.64998], [-3.23847, 7.20186, -2.98753], [-3.65875, 5.06092, -1.28371], [-2.42310, 6.28671, -0.93465], [0.07226, -3.61362, 3.56394], [0.51082, -5.31965, 4.12588], [-0.43535, -6.07882, 3.54028], [1.77775, -5.49162, 3.60430], [0.33426, -5.01863, 5.43951]], "gap_ev": [8.227, 8.692], "homo_ev": [-8.26, -8.43], "total_charge": 0, "spin_multiplicity": 3}

---

{"formula": "C2H2FIS", "method": "ωB97M-V with the def2-TZVPD basis set", "elements": ["C", "C", "F", "S", "I", "H", "H"], "positions_angstrom": [[-0.17951, 1.73610, 0.44448], [-0.40500, 0.29049, 0.38064], [0.03648, 2.15991, 1.67852], [-0.20079, 2.70435, -0.83170], [-2.51825, 0.02248, -0.05914], [0.33563, -0.36238, -0.72512], [-0.15243, -0.38983, 1.23473]], "gap_ev": 8.608, "homo_ev": -9.55, "total_charge": 0}

---

{"formula": "C4H14N2OS", "method": "ωB97M-V with the def2-TZVPD basis set", "elements": ["C", "N", "C", "C", "S", "C", "N", "H", "H", "H", "H", "H", "H", "H", "H", "H", "H", "H", "H", "H", "H", "O"], "positions_angstrom": [[1.40396, 0.71672, 0.38963], [0.81501, -0.32854, -0.44722], [0.17127, 0.03056, -1.70101], [-0.77411, -1.09185, -2.07665], [-2.00458, -1.20605, -0.75595], [0.44595, 1.83356, 0.78634], [-0.20515, 1.55492, 2.10316], [2.32583, 1.06423, -0.09231], [1.67241, 0.20644, 1.31918], [1.49082, -1.07660, -0.60128], [-0.27691, 1.02129, -1.69934], [0.94292, 0.04776, -2.48769], [-0.24963, -2.01974, -2.27114], [-1.25598, -0.82718, -3.02002], [-1.76283, -0.02569, -0.19471], [-0.37067, 1.98719, 0.07201], [0.88624, 2.80121, 0.95202], [0.22445, 0.77045, 2.57576], [-1.18851, 1.34599, 1.98877], [-1.48006, -2.17226, 1.40645], [0.01415, -2.38022, 1.64068], [-0.82459, -2.25217, 2.11331]], "gap_ev": [9.927, 4.850], "homo_ev": [-13.25, -13.19], "total_charge": 1, "spin_multiplicity": 2}

---

{"formula": "C7H11N3", "method": "ωB97M-V with the def2-TZVPD basis set", "elements": ["C", "C", "C", "C", "C", "C", "C", "N", "N", "N", "H", "H", "H", "H", "H", "H", "H", "H", "H", "H", "H"], "positions_angstrom": [[-2.54654, 0.95329, -0.02214], [-0.96053, -1.80108, 0.15634], [1.89398, -0.83861, -0.43566], [0.72522, 1.37232, -0.47225], [0.69930, -0.00887, 1.62836], [-2.22501, 0.23579, -1.17000], [0.68044, -0.04418, 0.09699], [-2.78035, 1.53048, 0.94545], [-1.40829, -2.79088, 0.55195], [-0.44754, -0.77164, -0.42032], [2.81187, -0.30687, -0.19371], [1.92384, -1.82664, 0.01520], [1.82025, -0.95184, -1.51864], [1.60571, 1.88021, -0.09123], [-0.15013, 1.93791, -0.16541], [0.78251, 1.35051, -1.55612], [-0.11433, 0.60325, 2.00998], [0.59021, -1.01668, 2.02715], [1.64337, 0.40086, 1.97751], [-2.78684, -0.66071, -1.37518], [-1.75714, 0.75339, -1.98825]], "gap_ev": [7.239, 7.291], "homo_ev": [-9.16, -9.20], "total_charge": 0}

---

{"formula": "C6H13NOS", "method": "ωB97M-V with the def2-TZVPD basis set", "elements": ["C", "C", "C", "C", "C", "C", "N", "O", "S", "H", "H", "H", "H", "H", "H", "H", "H", "H", "H", "H", "H", "H"], "positions_angstrom": [[-0.11717, 1.35756, 0.36128], [0.27221, 0.12349, 0.23171], [0.68522, 2.67234, 0.19255], [-1.37966, -1.39698, -1.06231], [-1.56710, -1.14303, 1.46419], [-0.56764, -1.06621, 0.25202], [2.43217, 0.10148, -1.34135], [2.19895, -1.61218, 0.62426], [2.11323, -0.22826, 0.32775], [-1.15126, 1.56673, 0.44638], [-0.07580, 3.43173, 0.30803], [1.58323, 2.75418, 0.89030], [1.08039, 2.64490, -0.79110], [-2.32992, -0.79418, -1.19171], [-1.87407, -2.34142, -0.96287], [-0.73432, -1.28800, -1.92011], [-1.95754, -0.13077, 1.69326], [-0.96047, -1.54805, 2.31523], [-2.34114, -1.93021, 1.38183], [0.11986, -1.95759, 0.55334], [1.94446, -0.23148, -2.18739], [2.62636, 1.01595, -1.58528]], "gap_ev": [5.266, 5.725], "homo_ev": [-4.37, -8.94], "total_charge": 0, "spin_multiplicity": 3}

---

{"formula": "ClH10NiO5", "method": "ωB97M-V with the def2-TZVPD basis set", "elements": ["Ni", "Cl", "O", "H", "H", "O", "H", "H", "O", "H", "H", "O", "H", "H", "O", "H", "H"], "positions_angstrom": [[-0.05449, 0.02298, 0.27187], [-0.85089, 0.26822, 2.44976], [-0.77015, 1.95010, -0.24288], [-0.42770, 2.83595, -0.08635], [-1.70862, 2.05721, -0.43566], [1.80130, 0.90920, 0.71926], [2.09479, 1.79450, 0.47894], [2.30852, 0.66084, 1.50263], [0.75954, -1.83058, 0.72500], [0.42656, -2.60649, 1.19086], [1.48251, -2.14131, 0.16697], [-1.99197, -0.61979, -0.17402], [-2.49147, -0.95893, -0.92572], [-2.42971, -0.95311, 0.62566], [0.49599, -0.38062, -1.72993], [1.33048, -0.11874, -2.13710], [0.02534, -0.88942, -2.39927]], "gap_ev": [8.923, 8.846], "homo_ev": [-12.52, -12.44], "total_charge": 1, "spin_multiplicity": 3}

---

In order of appearance, ΔE to the lowest compared entry with this formula, charge and spin = 6.9, 29.5, 6.1, 54.5, 55.6, 0.0 kcal per mole.
In order of appearance, total energy = -2259.69287, -873.07473, -743.38542, -437.47589, -764.32397, -2350.53721 Ha.